ORCA calculation (wB97M-V/def2-TZVPD) on a molecular structure, C25H40N6S at a distorted geometry.

Computed properties:
Spin multiplicity ... 1
Energy above the lowest of the compared OMol25 structures with the same formula, charge and spin ... 589.4 kcal/mol
Energy ... -46325.635 eV
F_max ... 19.789 eV Å⁻¹
HOMO level ... -6.36 eV
Kohn-Sham gap ... 6.65 eV

Atoms and positions in Å:
C -1.1095 -0.1227 3.6095
C -1.5902 -1.2165 2.6246
C -2.8069 -0.6071 1.8392
H -3.6798 -0.4344 2.5558
C -3.4866 -1.9377 0.7552
N -4.2360 -1.2954 -0.2193
C -4.4965 -2.3590 -1.1205
C -5.4238 -3.3227 -1.0649
H -5.1336 -3.8741 -0.1608
H -5.4294 -4.0808 -1.7879
H -6.4530 -2.7396 -0.7368
H -4.8438 -1.6378 -2.3035
H -3.4128 -2.8694 -1.6130
C -5.3520 -0.3673 0.1445
C -6.1163 0.1907 -1.1880
H -6.6354 -0.5742 -1.5811
H -6.8751 0.6481 -0.5824
C -5.2506 1.0585 -1.8403
N -4.4650 2.2622 -1.2285
C -3.2973 2.2850 -0.6649
N -2.5787 1.1102 -1.0053
C -1.2881 0.9715 -0.5502
C -0.2604 1.9340 -0.2423
C 1.0271 1.5231 0.0749
C 1.5130 0.3083 -0.5604
N 2.8684 -0.2458 -0.1605
C 3.7059 0.4174 0.2413
N 4.9905 0.2766 0.4385
C 6.0693 0.8879 0.5070
H 5.9760 1.9222 0.7208
C 6.7562 0.9561 -1.0741
N 6.9873 -0.5367 -1.5810
C 8.2487 -1.0446 -0.8627
H 9.0399 -0.5691 -1.1524
H 8.3522 -2.1264 -1.3348
H 8.2322 -1.0117 0.2453
C 5.8591 -1.3282 -1.4685
C 5.2306 -1.2439 0.3821
H 4.2783 -1.7743 0.1731
H 5.8189 -1.5407 0.9467
H 6.1620 -2.4428 -1.3919
H 4.9431 -0.8986 -1.7667
H 7.5694 1.3852 -1.0479
H 5.9721 1.1309 -1.6997
H 6.7629 0.5949 1.0526
C 3.5163 1.8959 0.4915
C 2.1620 2.2933 0.3802
C 1.8477 3.6805 0.6500
H 0.9736 3.9748 1.2764
H 2.4536 4.4561 0.9952
H 1.3455 4.3457 -0.3355
H 4.1362 2.6941 0.8021
C 0.7507 -0.7465 -0.8518
C -0.6710 -0.5296 -0.8457
H -1.3433 -1.2413 -1.1706
H 0.9386 -1.7224 -0.7221
H -0.5939 2.7708 -0.1922
H -3.1530 0.2540 -0.9489
S -2.7477 3.8000 -0.1549
H -4.9484 2.9865 -0.7018
H -5.7740 1.5106 -2.7762
H -4.4025 0.5122 -2.3428
H -6.0419 -1.0797 0.5923
H -5.1927 0.3013 0.8944
H -4.1580 -2.5441 1.5047
H -2.6324 -2.4308 0.5766
H -2.6636 0.0885 1.3648
H -1.9631 -1.9541 3.3551
H -1.1180 -1.6008 1.9828
H -1.8422 0.2754 4.6605
H -0.7985 0.8611 3.0422
H -0.2222 -0.5128 4.1529